Entry 1:
This record from the Open Molecules 2025 dataset describes 3 unconnected molecules or ions with the total composition C14H34N2O4S. The level of theory is ωB97M-V/def2-TZVPD.

Geometry as ORCA input:
```
! wB97M-V def2-TZVPD RIJCOSX def2/J DEFGRID3
* xyz 0 1
C 0.476 -1.558 0.774
C 1.011 2.784 -0.252
H -1.656 3.858 4.170
C 1.552 -2.633 0.861
H -2.131 2.237 2.309
H -0.203 -3.319 -1.111
H 0.349 -0.938 1.665
O -3.155 0.457 -3.817
H 0.794 -4.600 -1.668
C -0.312 4.391 1.944
H -0.093 4.725 2.959
H 1.124 3.860 -0.314
H 0.116 -3.493 -2.879
H 0.546 4.776 1.382
H -1.078 2.623 0.097
C 0.540 -3.557 -1.880
H 5.058 -4.629 0.570
H 2.500 -2.767 -2.381
H -4.344 -1.178 -4.158
H 3.630 -4.137 -1.237
H 4.873 -2.893 0.614
S -1.936 0.842 -2.834
O -1.761 -0.636 -2.278
H -3.690 -1.210 -1.799
C -1.133 2.252 2.787
C 4.333 -3.825 0.757
H 2.260 -2.371 1.648
C -0.150 2.311 0.613
H 2.596 -4.845 0.061
N -0.177 2.942 1.941
H 3.994 -4.005 1.776
H -1.604 6.038 1.439
H -0.521 -1.984 0.619
O -0.786 1.158 -3.590
C 1.710 -2.625 -1.638
C 3.194 -3.976 -0.252
H -2.477 4.540 1.850
H -1.939 2.196 4.756
H -2.636 -1.351 -4.698
C -2.923 -1.428 -2.549
H 1.382 -1.595 -1.784
H -1.690 4.672 0.307
C -3.304 -0.964 -3.928
H 0.886 2.371 -1.259
C -1.593 4.952 1.357
H -2.637 -2.464 -2.383
N 2.374 -2.762 -0.342
H -0.313 2.841 4.720
H -0.223 1.229 0.681
H -0.779 1.222 2.880
H 1.069 -3.588 1.124
H 1.948 2.322 0.079
H 0.609 -0.840 -0.035
O -2.415 1.731 -1.860
C -1.267 2.841 4.188
*
```

Results
SMILES: O=S1(=O)OCCO1.CCN(CC)CC.CCN(CC)CC
E (eV): -37073.00204
HOMO-LUMO gap (hartree): 0.305

In the natural (NBO) picture, each atom carries the following charge in e: atom 1 (C): -0.633, atom 2 (C): -0.621, atom 3 (H): 0.203, atom 4 (C): -0.229, atom 5 (H): 0.154, atom 6 (H): 0.198, atom 7 (H): 0.220, atom 8 (O): -0.694, atom 9 (H): 0.204, atom 10 (C): -0.223, atom 11 (H): 0.199, atom 12 (H): 0.206, atom 13 (H): 0.210, atom 14 (H): 0.195, atom 15 (H): 0.171, atom 16 (C): -0.639, atom 17 (H): 0.207, atom 18 (H): 0.194, atom 19 (H): 0.213, atom 20 (H): 0.194, atom 21 (H): 0.217, atom 22 (S): 2.561, atom 23 (O): -0.697, atom 24 (H): 0.196, atom 25 (C): -0.207, atom 26 (C): -0.618, atom 27 (H): 0.203, atom 28 (C): -0.221, atom 29 (H): 0.159, atom 30 (N): -0.452, atom 31 (H): 0.204, atom 32 (H): 0.214, atom 33 (H): 0.200, atom 34 (O): -0.898, atom 35 (C): -0.213, atom 36 (C): -0.213, atom 37 (H): 0.201, atom 38 (H): 0.211, atom 39 (H): 0.198, atom 40 (C): -0.103, atom 41 (H): 0.198, atom 42 (H): 0.211, atom 43 (C): -0.098, atom 44 (H): 0.216, atom 45 (C): -0.645, atom 46 (H): 0.221, atom 47 (N): -0.441, atom 48 (H): 0.209, atom 49 (H): 0.199, atom 50 (H): 0.190, atom 51 (H): 0.159, atom 52 (H): 0.207, atom 53 (H): 0.218, atom 54 (O): -0.896, atom 55 (C): -0.620

---

Entry 2:
This record from the Open Molecules 2025 dataset describes a molecular structure, C14H35CdN12O6. The level of theory is ωB97M-V/def2-TZVPD.

Geometry as ORCA input:
```
! wB97M-V def2-TZVPD RIJCOSX def2/J DEFGRID3
* xyz 1 1
O 1.032 -1.053 3.461
O 0.363 0.131 0.891
H -3.039 -0.878 2.300
N -2.451 2.729 1.566
H 0.293 4.020 1.741
C -1.097 -3.840 -4.296
C -0.426 -4.601 -3.340
H 0.365 1.586 -0.640
H -0.970 -2.321 5.377
N -0.518 -1.960 4.549
H 3.923 -4.407 -0.087
H -0.808 0.178 -0.737
H -3.875 5.022 -3.876
N -0.349 -3.919 -2.146
C -1.534 3.402 2.186
H -2.808 5.897 -2.935
C -2.007 -2.511 1.581
H -0.920 -2.116 -1.424
H -1.065 -1.686 3.745
O -1.614 3.901 3.247
H 3.917 -3.446 1.420
C 4.381 1.327 0.042
C -1.109 3.677 -2.224
H 2.275 -1.376 5.632
H -2.574 2.130 -2.448
H -0.328 -1.776 0.809
N 3.656 -3.598 0.457
H -4.547 5.835 -2.481
C -0.956 -2.749 -2.298
H -1.391 -4.123 -5.296
N 5.247 2.229 0.233
H 4.960 1.158 -1.848
N -0.129 4.146 -1.933
C -3.372 4.046 -1.877
H -4.265 3.422 -1.840
H -0.018 -4.362 -1.301
H -0.087 -5.622 -3.426
H 2.826 -3.350 -1.674
C -3.688 5.262 -2.829
C -1.465 -2.675 -3.559
C -2.421 3.193 -2.632
N 1.315 -1.683 5.563
N -0.887 -2.611 0.913
N 2.555 -2.553 -1.116
N -0.485 3.451 1.437
H -3.269 4.304 -0.824
H -2.432 3.402 -3.702
H 5.387 2.662 1.134
H 0.792 -0.034 -1.036
O 3.682 0.885 0.906
H 0.842 -2.163 6.315
O 2.570 -1.758 0.916
Cd 2.167 -0.052 1.904
H 3.522 0.333 -1.387
C 0.151 0.550 -0.376
H -1.999 -1.774 -3.821
H -0.350 2.825 0.656
H -1.414 -0.691 1.582
N 4.272 0.962 -1.136
H -3.314 2.582 2.071
H -0.633 -3.573 0.741
H 5.835 2.499 -0.543
H -2.223 2.132 0.784
N -2.229 -1.240 1.818
H 1.951 -1.825 -1.470
O -2.826 -3.401 1.961
C 0.675 -1.594 4.496
C 2.940 -2.556 0.125
*
```

Results
E (eV): -49810.85681
HOMO-LUMO gap (hartree): 0.275

In the natural (NBO) picture, each atom carries the following charge in e: atom 1 (O): -0.832, atom 2 (O): -1.055, atom 3 (H): 0.416, atom 4 (N): -0.835, atom 5 (H): 0.399, atom 6 (C): -0.284, atom 7 (C): -0.089, atom 8 (H): 0.158, atom 9 (H): 0.399, atom 10 (N): -0.771, atom 11 (H): 0.421, atom 12 (H): 0.156, atom 13 (H): 0.206, atom 14 (N): -0.519, atom 15 (C): 0.743, atom 16 (H): 0.212, atom 17 (C): 0.744, atom 18 (H): 0.213, atom 19 (H): 0.430, atom 20 (O): -0.651, atom 21 (H): 0.412, atom 22 (C): 0.774, atom 23 (C): 0.304, atom 24 (H): 0.414, atom 25 (H): 0.245, atom 26 (H): 0.427, atom 27 (N): -0.817, atom 28 (H): 0.223, atom 29 (C): -0.092, atom 30 (H): 0.237, atom 31 (N): -0.769, atom 32 (H): 0.404, atom 33 (N): -0.366, atom 34 (C): -0.410, atom 35 (H): 0.205, atom 36 (H): 0.405, atom 37 (H): 0.209, atom 38 (H): 0.404, atom 39 (C): -0.612, atom 40 (C): -0.305, atom 41 (C): -0.509, atom 42 (N): -0.767, atom 43 (N): -0.862, atom 44 (N): -0.805, atom 45 (N): -0.826, atom 46 (H): 0.246, atom 47 (H): 0.257, atom 48 (H): 0.423, atom 49 (H): 0.100, atom 50 (O): -0.829, atom 51 (H): 0.404, atom 52 (O): -0.807, atom 53 (Cd): 1.792, atom 54 (H): 0.412, atom 55 (C): -0.234, atom 56 (H): 0.221, atom 57 (H): 0.385, atom 58 (H): 0.410, atom 59 (N): -0.765, atom 60 (H): 0.401, atom 61 (H): 0.397, atom 62 (H): 0.399, atom 63 (H): 0.383, atom 64 (N): -0.863, atom 65 (H): 0.420, atom 66 (O): -0.690, atom 67 (C): 0.766, atom 68 (C): 0.791

---

Entry 3:
This record from the Open Molecules 2025 dataset describes 5 unconnected molecules or ions with the total composition C14H35N4O4S. The level of theory is ωB97M-V/def2-TZVPD.

Geometry as ORCA input:
```
! wB97M-V def2-TZVPD RIJCOSX def2/J DEFGRID3
* xyz 1 1
H -3.666 -3.725 6.802
H 0.476 2.848 -1.888
H 0.755 -2.318 3.705
H -1.983 -0.332 1.860
H 0.273 -0.008 0.925
C -2.852 -4.157 6.218
C 2.232 1.576 -5.257
H -2.300 3.064 -4.149
H 4.975 0.322 -6.392
O 2.210 0.077 2.364
N 0.098 -0.488 1.790
H 4.195 3.100 1.196
H 2.261 0.147 -3.633
H -0.068 2.822 -3.579
H 1.897 -1.204 4.486
H 2.780 1.256 -7.134
H 2.470 0.815 -0.517
H 4.984 2.208 -0.134
C -1.209 1.679 -2.141
C -2.931 2.218 -3.901
H 3.762 -0.959 -6.528
C -1.212 -1.101 1.943
S 2.644 2.136 -0.331
H 4.250 1.311 1.228
H 3.486 1.437 -3.511
H -3.033 1.592 -4.787
N -2.355 1.450 -2.809
H -5.276 -5.045 3.568
C 0.976 -1.272 3.915
O -1.750 -2.907 4.503
H -1.362 -1.824 1.140
H -1.315 -1.601 2.903
H 1.601 2.458 1.799
H -5.923 -3.541 4.243
C 4.022 -0.040 -6.004
H -3.711 -3.145 3.154
C 1.148 -0.500 2.639
H 1.273 3.774 0.588
O -0.837 0.928 -1.236
C -0.391 2.877 -2.538
N -3.836 -3.597 4.045
C 1.340 2.705 0.773
H -5.105 -4.703 5.291
H -3.019 -5.230 6.121
C 2.460 1.206 -3.805
O 1.387 2.404 -5.564
H 1.783 1.793 -3.211
H -0.940 3.807 -2.384
H 0.155 -0.867 4.505
H -3.918 2.588 -3.621
H -1.916 -3.992 6.742
H 4.145 -0.269 -4.950
N 2.988 0.960 -6.193
C 4.178 2.195 0.596
C -2.759 -3.503 4.862
H -2.851 0.631 -2.492
C -5.103 -4.258 4.303
H 0.419 2.203 0.481
*
```

Results
E (eV): -40066.62000
HOMO-LUMO gap (hartree): 0.335

In the natural (NBO) picture, each atom carries the following charge in e: atom 1 (H): 0.232, atom 2 (H): 0.198, atom 3 (H): 0.252, atom 4 (H): 0.197, atom 5 (H): 0.390, atom 6 (C): -0.722, atom 7 (C): 0.678, atom 8 (H): 0.219, atom 9 (H): 0.207, atom 10 (O): -0.726, atom 11 (N): -0.597, atom 12 (H): 0.266, atom 13 (H): 0.232, atom 14 (H): 0.275, atom 15 (H): 0.240, atom 16 (H): 0.409, atom 17 (H): 0.194, atom 18 (H): 0.258, atom 19 (C): 0.687, atom 20 (C): -0.414, atom 21 (H): 0.208, atom 22 (C): -0.440, atom 23 (S): 0.645, atom 24 (H): 0.290, atom 25 (H): 0.219, atom 26 (H): 0.212, atom 27 (N): -0.589, atom 28 (H): 0.204, atom 29 (C): -0.723, atom 30 (O): -0.670, atom 31 (H): 0.199, atom 32 (H): 0.263, atom 33 (H): 0.282, atom 34 (H): 0.203, atom 35 (C): -0.412, atom 36 (H): 0.396, atom 37 (C): 0.695, atom 38 (H): 0.254, atom 39 (O): -0.705, atom 40 (C): -0.732, atom 41 (N): -0.605, atom 42 (C): -0.751, atom 43 (H): 0.216, atom 44 (H): 0.233, atom 45 (C): -0.729, atom 46 (O): -0.638, atom 47 (H): 0.229, atom 48 (H): 0.242, atom 49 (H): 0.246, atom 50 (H): 0.208, atom 51 (H): 0.248, atom 52 (H): 0.204, atom 53 (N): -0.603, atom 54 (C): -0.749, atom 55 (C): 0.692, atom 56 (H): 0.405, atom 57 (C): -0.413, atom 58 (H): 0.293

---

E_LUMO readings, ordered: 0.457 -2.872 -2.482 eV
Relative energy (zero: lowest compared OMol25 entry of this formula, charge and spin) readings, ordered: 0.0 55.5 0.0 kcal/mol
Highest occupied orbital energy readings, ordered: -7.8 -10.3 -11.6 eV